--- w ---
15
Properties=species:S:1:pos:R:3:nbo_charge:R:1 method="wB97M-V/def2-TZVPD" lumo_energy_ev=-3.46 total_charge=+1 homo_ev=-14.60 gap_ev=11.146
C -0.682 1.319 -0.388 -0.66
C -0.376 0.462 0.822 0.13
C -1.245 0.282 1.806 -0.37
N 0.783 -0.478 0.667 -0.71
H 0.182 1.201 -1.052 0.21
H -1.474 0.781 -0.924 0.25
H -1.128 2.292 -0.234 0.27
H -1.162 -0.213 2.772 0.24
H -2.157 0.883 1.825 0.24
H 0.476 -1.342 1.112 0.45
H 1.551 -0.149 1.257 0.44
H 1.081 -0.571 -0.308 0.48
H 1.865 -0.910 -2.518 0.48
H 0.963 -2.008 -2.794 0.50
O 1.321 -1.548 -2.044 -0.97



--- x ---
15
Properties=species:S:1:pos:R:3:nbo_charge:R:1 method="wB97M-V/def2-TZVPD" lumo_energy_ev=-3.73 total_charge=+1 homo_ev=-14.49 gap_ev=10.763
C 1.784 -2.084 -0.634 -0.25
O 0.508 -1.233 -0.955 -0.75
H 1.576 -3.207 -0.623 0.22
H 1.974 -1.793 0.409 0.19
H 2.476 -1.901 -1.444 0.23
H -0.303 -1.583 -0.586 0.49
C -0.896 1.447 0.070 -0.07
C -2.075 1.553 0.749 -0.40
N 0.234 0.782 0.790 -0.83
H -0.723 2.009 -1.026 0.27
H -2.790 2.308 0.396 0.26
H -2.307 0.692 1.350 0.22
H -0.084 0.948 1.796 0.47
H 1.115 1.524 0.643 0.46
H 0.487 -0.108 0.083 0.49



Relative energies, unit hartree: w 0.0000; x 0.0881



--- w ---
15
Properties=species:S:1:pos:R:3:nbo_charge:R:1 method="wB97M-V/def2-TZVPD" lumo_energy_ev=-3.37 total_charge=+1 homo_ev=-14.46 gap_ev=11.090
C -0.232 2.666 -0.140 -0.64
C -0.139 1.123 -0.455 -0.13
C 0.713 0.313 0.060 -0.11
N 0.908 -0.949 -0.558 -0.71
H 0.754 3.064 -0.258 0.23
H -0.936 3.074 -0.813 0.24
H -0.383 2.753 0.947 0.25
H -1.148 0.628 -0.823 0.22
H 1.429 0.505 0.856 0.23
H 1.783 -1.058 -1.038 0.45
H 0.463 -1.705 0.062 0.49
H 0.258 -0.953 -1.368 0.44
H -1.882 -2.256 1.151 0.50
H -0.736 -3.025 1.501 0.49
O -1.002 -2.374 0.862 -0.96



--- x ---
15
Properties=species:S:1:pos:R:3:nbo_charge:R:1 method="wB97M-V/def2-TZVPD" lumo_energy_ev=-10.32 total_charge=+1 homo_ev=-15.61 gap_ev=5.294
O 1.405 1.021 -1.037 -0.71
C 1.951 -0.073 -0.181 -0.08
C 0.890 -0.719 0.567 -0.39
N -0.534 -0.748 0.026 0.23
C -3.332 0.438 0.632 -0.85
H 2.120 1.590 -1.650 0.54
H 2.864 0.213 0.509 0.25
H 2.375 -0.833 -0.815 0.20
H 1.108 -1.822 0.713 0.33
H 1.007 -0.382 1.653 0.28
H -0.603 -1.422 -0.746 0.36
H -3.315 0.957 -0.317 0.22
H -3.674 1.160 1.357 0.23
H -4.054 -0.315 0.446 0.22
H -2.384 0.052 0.853 0.18



Relative energies, unit hartree: w 0.0000; x 0.2317



--- w ---
7
Properties=species:S:1:pos:R:3:nbo_charge:R:1 method="wB97M-V/def2-TZVPD" smiles="NC(=O)O" lumo_energy_ev=0.24 homo_ev=-10.78 gap_ev=11.021
N -0.127 1.254 -0.079 -0.88
C 0.190 -0.093 -0.073 0.89
O 1.271 -0.572 0.036 -0.57
O -1.012 -0.860 0.016 -0.71
H -1.084 1.457 0.293 0.38
H 0.619 2.005 0.254 0.42
H -1.853 -0.224 0.030 0.47



--- x ---
7
Properties=species:S:1:pos:R:3:nbo_charge:R:1 method="wB97M-V/def2-TZVPD" lumo_energy_ev=0.87 homo_ev=-10.61 gap_ev=11.483
C 1.736 -0.723 -0.473 0.38
N 2.159 0.548 -0.432 -0.41
O 1.112 -0.034 0.408 -0.33
O -1.978 -0.260 0.278 -0.95
H -2.003 -0.972 0.928 0.48
H 1.736 1.119 -1.075 0.35
H -2.764 0.321 0.365 0.48



Relative energies, unit hartree: w 0.0000; x 0.1825



--- w ---
7
Properties=species:S:1:pos:R:3:nbo_charge:R:1 method="wB97M-V/def2-TZVPD" smiles="NC(=O)O" lumo_energy_ev=0.72 homo_ev=-10.63 gap_ev=11.353
N 1.172 -0.411 -0.361 -0.84
C -0.085 0.033 -0.078 0.88
O -0.905 0.455 -0.846 -0.63
O -0.287 -0.026 1.260 -0.70
H 1.592 -0.983 0.343 0.40
H 1.425 -0.632 -1.304 0.40
H -1.184 0.304 1.416 0.50



--- x ---
7
Properties=species:S:1:pos:R:3:nbo_charge:R:1 method="wB97M-V/def2-TZVPD" lumo_energy_ev=-0.61 homo_ev=-9.70 gap_ev=9.092
C -0.431 0.133 0.706 0.54
N -0.922 -0.734 -0.269 -0.29
O -1.320 0.746 0.006 -0.29
O 1.598 0.549 -0.299 -0.96
H -0.292 0.196 1.740 0.22
H -0.299 -0.686 -1.056 0.38
H 1.666 -0.203 -0.828 0.41



Relative energies, unit hartree: w 0.0000; x 0.2697



--- w ---
28
Properties=species:S:1:pos:R:3:nbo_charge:R:1 method="wB97M-V/def2-TZVPD" lumo_energy_ev=0.01 homo_ev=-8.15 gap_ev=8.153
C 2.568 -2.512 -0.012 -0.28
C 1.381 -0.405 0.166 0.33
C 2.552 0.501 0.381 -0.33
C 2.328 1.877 0.169 -0.19
C 1.061 2.387 -0.162 -0.27
C -0.046 1.422 -0.122 0.01
C -1.457 1.952 0.056 -0.42
C -2.603 0.781 -0.189 -0.38
C -2.326 -0.577 0.427 -0.18
C -1.119 -0.984 -0.515 -0.33
C 0.136 0.054 -0.252 -0.09
H 3.198 -2.604 0.858 0.20
H 1.977 -3.590 0.045 0.20
H 3.351 -2.417 -0.871 0.19
H 3.614 0.160 0.575 0.23
H 3.182 2.666 0.382 0.22
H 1.252 3.492 -0.301 0.24
H -1.717 2.984 -0.632 0.22
H -1.750 2.301 1.088 0.22
H -3.678 1.331 -0.086 0.23
H -2.420 0.603 -1.418 0.19
H -1.902 -0.476 1.487 0.19
H -4.160 -1.961 1.434 0.32
H -2.067 -2.616 -0.253 0.26
H -1.235 -1.145 -1.615 0.24
H -1.079 -2.000 -0.032 0.17
N -3.287 -1.503 0.216 -0.70
O 1.449 -1.648 -0.233 -0.50



--- x ---
28
Properties=species:S:1:pos:R:3:nbo_charge:R:1 method="wB97M-V/def2-TZVPD" lumo_energy_ev=0.73 homo_ev=-8.24 gap_ev=8.967
C 0.589 -1.936 3.126 -0.25
C 0.653 -1.124 0.837 0.37
C 0.215 0.148 1.211 -0.30
C -0.022 0.997 0.069 0.01
C -0.748 2.339 0.353 -0.42
C -1.135 2.675 -1.012 -0.09
C -0.295 1.804 -2.052 -0.42
C -0.028 0.534 -1.278 -0.06
C 0.277 -0.784 -1.562 -0.18
C 0.703 -1.582 -0.457 -0.10
C 1.458 -2.817 -0.848 -0.63
H 0.700 -2.867 3.602 0.19
H -0.450 -1.625 3.148 0.19
H 1.307 -1.229 3.973 0.15
H 0.286 0.642 2.154 0.23
H -1.690 1.935 1.225 0.21
H -0.082 3.066 1.075 0.22
H -1.199 3.660 -1.480 0.21
H -2.992 2.475 -0.291 0.35
H -2.561 1.081 -1.190 0.37
H -0.869 1.840 -2.939 0.23
H 0.560 2.520 -1.950 0.22
H -0.009 -1.111 -2.523 0.22
H 1.379 -3.068 -1.949 0.21
H 0.878 -3.639 -0.470 0.23
H 2.583 -2.712 -0.480 0.24
N -2.477 2.151 -0.980 -0.85
O 1.188 -2.194 1.830 -0.55



--- y ---
28
Properties=species:S:1:pos:R:3:nbo_charge:R:1 method="wB97M-V/def2-TZVPD" smiles=Cc1c[nH]c2ccccc12.CCO lumo_energy_ev=0.86 homo_ev=-7.73 gap_ev=8.590
C 0.820 -3.505 2.517 -0.63
C 0.749 -2.106 1.988 -0.08
C 1.040 -0.934 2.596 -0.04
N 1.331 0.061 1.644 -0.55
C 1.288 -0.537 0.373 0.14
C 1.537 0.107 -0.863 -0.23
C 1.043 -0.548 -1.991 -0.21
C 0.591 -1.866 -1.806 -0.23
C 0.396 -2.533 -0.631 -0.21
C 0.820 -1.838 0.512 -0.09
H 1.352 -4.182 1.859 0.22
H -0.161 -3.850 2.801 0.21
H 1.416 -3.360 3.441 0.22
H 1.028 -0.796 3.648 0.21
H 1.614 0.936 2.024 0.41
H 1.818 1.163 -0.915 0.21
H 0.881 0.033 -2.900 0.22
H 0.515 -2.440 -2.778 0.20
H 0.029 -3.529 -0.456 0.22
C -2.465 4.076 -1.036 -0.64
C -1.507 2.865 -0.985 -0.06
O -1.744 1.902 -2.005 -0.75
H -3.342 3.795 -0.402 0.21
H -2.814 4.398 -2.021 0.21
H -1.987 4.997 -0.604 0.21
H -0.444 3.289 -0.967 0.16
H -1.874 2.310 -0.126 0.19
H -1.932 2.093 -2.917 0.48



Relative energies, unit hartree: w 0.3511; x 0.1309; y 0.0000



--- w ---
7
Properties=species:S:1:pos:R:3:nbo_charge:R:1 method="wB97M-V/def2-TZVPD" lumo_energy_ev="-2.80 / -3.05" homo_ev="-11.07 / -10.74" gap_ev="8.261 / 7.694"
C -0.371 0.749 0.137 -0.13
N -0.685 -0.318 -0.779 0.46
O -1.719 -0.912 -0.560 -0.35
O 0.098 -0.563 -1.663 -0.35
Cl 1.236 0.955 0.428 0.39
Cl 2.532 -0.764 1.494 -0.26
H -1.091 0.853 0.943 0.23



--- x ---
7
Properties=species:S:1:pos:R:3:nbo_charge:R:1 method="wB97M-V/def2-TZVPD" lumo_energy_ev="-2.95 / -2.84" homo_ev="-10.51 / -10.86" gap_ev="7.557 / 8.016"
C -0.040 -0.152 -0.668 -0.16
N -0.029 1.093 -0.073 0.44
O 0.573 2.050 -0.571 -0.36
O -0.669 1.101 0.946 -0.35
Cl -0.698 -1.403 0.090 0.45
Cl 0.504 -2.264 1.945 -0.27
H 0.359 -0.425 -1.669 0.24



Relative energies, unit hartree: w 0.0000; x 0.0087



--- w ---
28
Properties=species:S:1:pos:R:3:nbo_charge:R:1 method="wB97M-V/def2-TZVPD" smiles="Cc1ccc(O)cc1.CCC(N)=O" lumo_energy_ev=0.59 homo_ev=-9.09 gap_ev=9.684
C -2.008 -0.235 -2.751 -0.62
C -0.708 0.222 -2.145 -0.05
C -0.378 1.550 -1.952 -0.20
C 0.844 1.929 -1.408 -0.27
C 1.711 0.958 -0.969 0.27
O 3.017 1.257 -0.587 -0.70
C 1.363 -0.394 -1.030 -0.25
C 0.247 -0.724 -1.784 -0.19
H -1.861 -0.796 -3.672 0.22
H -2.689 0.596 -2.892 0.22
H -2.488 -0.912 -2.052 0.22
H -1.087 2.331 -2.220 0.21
H 1.101 2.975 -1.378 0.22
H 3.029 1.666 0.287 0.48
H 2.010 -1.110 -0.551 0.23
H 0.160 -1.769 -2.060 0.21
C 0.128 0.583 3.303 -0.60
C 0.286 -0.571 2.296 -0.52
C -0.962 -1.375 2.103 0.68
N -1.785 -0.906 1.124 -0.83
O -1.255 -2.358 2.754 -0.61
H 0.066 1.578 2.858 0.20
H 0.971 0.589 3.989 0.22
H -0.787 0.536 3.880 0.22
H 0.724 -0.195 1.377 0.22
H 1.096 -1.209 2.647 0.23
H -2.687 -1.335 1.016 0.40
H -1.562 -0.078 0.596 0.40



--- x ---
28
Properties=species:S:1:pos:R:3:nbo_charge:R:1 method="wB97M-V/def2-TZVPD" smiles="Cc1ccc(O)cc1.CCC(N)=O" lumo_energy_ev=0.70 homo_ev=-9.00 gap_ev=9.703
C 2.030 -0.474 2.749 -0.64
C 0.769 0.122 2.184 -0.05
C 0.841 1.123 1.178 -0.20
C -0.371 1.560 0.638 -0.23
C -1.504 0.859 1.059 0.26
O -2.685 1.233 0.384 -0.73
C -1.608 -0.218 1.935 -0.25
C -0.369 -0.622 2.435 -0.21
H 1.837 -0.908 3.733 0.22
H 2.887 0.168 3.027 0.22
H 2.595 -1.186 2.121 0.22
H 1.816 1.557 1.029 0.22
H -0.544 2.391 -0.042 0.23
H -3.109 1.949 0.855 0.48
H -2.582 -0.685 1.912 0.24
H -0.373 -1.301 3.292 0.21
C -1.271 -0.082 -3.082 -0.60
C -0.262 0.172 -1.909 -0.49
C 1.002 -0.486 -2.461 0.68
N 1.397 -1.597 -1.752 -0.84
O 1.586 -0.035 -3.417 -0.62
H -2.233 0.439 -2.940 0.21
H -1.402 -1.140 -3.183 0.20
H -0.883 0.349 -4.010 0.22
H -0.133 1.205 -1.659 0.23
H -0.669 -0.479 -1.131 0.20
H 2.185 -2.110 -2.111 0.40
H 1.053 -1.805 -0.832 0.40



Relative energies, unit hartree: w 0.0000; x 0.0297



--- w ---
9
Properties=species:S:1:pos:R:3:nbo_charge:R:1 method="wB97M-V/def2-TZVPD" lumo_energy_ev=0.17 homo_ev=-8.89 gap_ev=9.061
C 1.255 0.495 -0.075 -0.41
N 0.073 -0.275 0.257 -0.97
P -1.162 -0.483 -0.842 0.63
I -3.057 0.688 0.180 -0.19
H 1.410 0.442 -1.152 0.21
H 1.165 1.544 0.218 0.19
H 2.122 0.065 0.427 0.20
H -0.115 -0.349 1.249 0.40
H -1.690 -2.126 -0.264 -0.04



--- x ---
9
Properties=species:S:1:pos:R:3:nbo_charge:R:1 method="wB97M-V/def2-TZVPD" lumo_energy_ev=-0.17 homo_ev=-8.89 gap_ev=8.727
C 0.843 -0.424 0.167 -0.42
N 0.011 0.519 0.743 -0.97
P -1.238 1.166 -0.135 0.68
I -2.912 -0.701 -0.454 -0.24
H 1.537 0.096 -0.576 0.19
H 1.528 -0.892 0.810 0.21
H 0.237 -1.105 -0.468 0.22
H 0.224 0.882 1.651 0.41
H -0.231 0.459 -1.739 -0.08



Relative energies, unit hartree: w 0.0000; x 0.0393